{
  "formula": "C40H68BI2NO12",
  "method": "ωB97M-V/def2-TZVPD",
  "largest_force_ev_per_a": 1.860,
  "e_homo_ev": -8.665,
  "symbols": ["C", "C", "C", "O", "C", "B", "C", "O", "C", "I", "C", "C", "C", "N", "O", "C", "I", "C", "C", "C", "C", "C", "C", "C", "C", "O", "C", "C", "O", "C", "C", "O", "C", "C", "C", "C", "C", "C", "H", "H", "H", "H", "H", "H", "H", "H", "H", "H", "H", "H", "H", "H", "H", "H", "H", "H", "H", "H", "H", "H", "H", "H", "H", "H", "H", "H", "H", "H", "H", "H", "H", "H", "H", "H", "H", "H", "H", "H", "H", "H", "H", "H", "O", "C", "O", "C", "C", "C", "H", "H", "H", "H", "H", "H", "H", "H", "O", "C", "O", "C", "C", "C", "H", "H", "H", "H", "H", "H", "H", "H", "O", "C", "O", "C", "C", "C", "H", "H", "H", "H", "H", "H", "H", "H"],
  "positions_angstrom": [[4.695195, -0.534815, 1.000358], [5.656428, 0.613480, 0.747679], [5.290845, 1.463047, -0.477542], [4.612495, 0.700514, -1.453322], [3.673674, 1.489180, -2.211222], [4.524965, 2.579183, -3.031494], [4.103401, 4.100233, -2.914560], [5.587381, 2.210532, -3.815940], [2.813205, 0.583372, -3.113095], [4.121635, -1.130794, -3.689319], [2.474036, 1.245047, -4.463912], [1.305808, 0.638286, -5.246213], [1.045638, -0.832361, -5.368616], [0.508439, 1.403011, -5.875686], [1.735233, -0.064933, -2.505951], [0.658641, 0.597727, -1.880456], [0.426983, 2.744491, -2.093203], [0.758144, 0.340450, -0.365179], [1.211856, -1.063345, 0.016633], [0.200852, -2.184982, -0.258560], [0.042230, -3.205962, 0.898466], [-1.450164, -3.308827, 1.241739], [-1.879367, -2.151001, 2.147246], [-3.316583, -1.674649, 1.903817], [-3.330142, -0.174682, 2.100561], [-4.652754, 0.329104, 1.894693], [-4.815058, 1.653467, 1.766956], [-3.629096, 2.571582, 1.819012], [-5.917905, 2.083604, 1.621245], [-0.590108, -0.053337, -2.524675], [-1.928529, 0.307620, -1.930712], [-2.336110, -0.236191, -0.928864], [-2.817775, 1.299366, -2.604587], [-3.914530, 1.791552, -1.881114], [-4.815043, 2.692874, -2.448819], [-4.640013, 3.107655, -3.768364], [-3.542441, 2.628617, -4.492258], [-2.636873, 1.731348, -3.923385], [3.673286, -0.161034, 0.999068], [4.825838, -1.363757, 0.315663], [4.859204, -0.922094, 2.006014], [5.786420, 1.267944, 1.599324], [6.641571, 0.196831, 0.533886], [4.690471, 2.308889, -0.125976], [6.228539, 1.864970, -0.869357], [3.069723, 1.998302, -1.457687], [3.091617, 4.192400, -3.315217], [4.786098, 4.778223, -3.415683], [4.021366, 4.331938, -1.852186], [5.542070, 2.672483, -4.659018], [3.348210, 1.172567, -5.101448], [2.198451, 2.285537, -4.311710], [-0.031023, -0.957160, -5.448511], [1.376836, -1.425009, -4.527446], [1.487452, -1.247981, -6.270421], [0.768337, 2.381812, -5.751154], [1.536528, 1.026024, -0.017560], [-0.151379, 0.646042, 0.142823], [1.370107, -1.033301, 1.097177], [2.186256, -1.294537, -0.396636], [-0.788935, -1.816312, -0.498845], [0.541241, -2.729665, -1.132112], [0.625022, -2.915806, 1.767862], [0.331796, -4.191772, 0.542523], [-2.040256, -3.315370, 0.326561], [-1.628883, -4.274923, 1.718537], [-1.767254, -2.464614, 3.182864], [-1.196443, -1.323178, 1.951715], [-3.638782, -1.913955, 0.893699], [-4.019104, -2.144450, 2.589505], [-2.950727, 0.075370, 3.092715], [-2.612052, 0.207263, 1.380037], [-3.149827, 2.586782, 2.793174], [-3.935620, 3.555301, 1.497927], [-2.872833, 2.229377, 1.111904], [-0.599108, 0.306829, -3.549874], [-0.433574, -1.125608, -2.588461], [-4.073258, 1.458866, -0.867426], [-5.642841, 3.051064, -1.855753], [-5.343664, 3.784813, -4.224286], [-3.430498, 2.952700, -5.516190], [-1.808778, 1.383939, -4.522466], [6.847181, 2.872381, 2.827078], [6.071398, 3.447768, 3.539029], [4.751943, 3.276740, 3.321142], [3.741458, 3.748464, 4.216263], [3.364574, 5.188396, 3.936719], [6.530252, 4.414810, 4.605125], [4.041074, 3.592849, 5.253416], [2.884038, 3.101305, 4.039417], [4.207344, 5.862229, 4.092132], [2.549075, 5.501586, 4.588799], [3.046189, 5.298640, 2.900079], [6.675715, 5.393604, 4.150290], [7.482181, 4.061991, 4.992853], [5.847613, 4.506579, 5.446459], [-1.174025, -2.466061, 6.620815], [-2.365625, -2.495375, 6.491627], [-2.969441, -1.496339, 5.816065], [-4.346788, -1.528028, 5.432073], [-5.255034, -1.025476, 6.534255], [-3.210783, -3.574631, 7.128975], [-4.633848, -2.523932, 5.089373], [-4.418079, -0.878619, 4.561869], [-5.198618, -1.658092, 7.420273], [-6.289947, -1.000531, 6.193065], [-4.960209, -0.019964, 6.834390], [-3.437626, -3.282625, 8.153279], [-2.628677, -4.492239, 7.145413], [-4.138006, -3.784156, 6.600927], [-0.091833, -3.473864, -3.140056], [-1.134930, -4.070666, -3.160316], [-1.111281, -5.402850, -3.337822], [-2.265520, -6.232312, -3.180843], [-3.085894, -6.308348, -4.451587], [-2.464924, -3.356157, -3.072877], [-2.858850, -5.910261, -2.323803], [-1.872730, -7.217426, -2.935449], [-3.483602, -5.333059, -4.732707], [-3.921600, -6.996629, -4.324112], [-2.466731, -6.657976, -5.277477], [-2.754156, -3.029565, -4.071488], [-2.342877, -2.481573, -2.436464], [-3.264588, -3.955791, -2.645109]],
  "atomic_forces_ev_per_a": [[0.0, 0.4, 0.9], [0.5, -0.5, -1.0], [0.2, 0.0, 0.9], [-0.5, -0.1, 0.1], [1.3, -0.4, 0.2], [-0.4, 0.8, -0.1], [0.0, -0.8, -0.1], [-0.7, -0.7, -0.1], [1.2, -0.4, -0.5], [-0.2, 0.1, 0.2], [-0.7, -0.6, 0.1], [0.0, 0.3, -0.1], [-0.2, -0.3, 0.2], [-0.1, 0.1, 0.0], [0.0, 0.7, -0.1], [-1.0, -1.3, 0.8], [0.0, 0.4, -0.1], [1.1, 0.5, -0.3], [-0.8, -0.1, 0.6], [0.8, -0.5, 0.2], [-0.9, 0.0, -1.0], [0.4, -0.3, 0.7], [-0.5, -0.5, -0.4], [0.1, 0.2, 0.4], [0.3, -0.6, -0.2], [0.6, -0.1, 0.1], [0.0, 0.3, 0.3], [0.6, -0.4, -0.5], [-1.0, 0.2, -0.2], [0.2, 0.9, -0.8], [-0.2, 0.0, -0.2], [-0.1, -0.3, 0.6], [-0.4, 0.4, -0.3], [-0.1, 0.2, -0.4], [0.5, -0.3, -0.1], [0.6, -0.5, 0.3], [-0.4, 0.0, 0.3], [-0.4, 0.3, 0.1], [-0.2, -0.2, -0.2], [-0.2, 0.1, -0.3], [0.1, -0.1, 0.1], [-0.1, 0.1, 0.1], [0.1, -0.1, 0.2], [-0.3, 0.1, -0.2], [0.0, 0.2, -0.3], [-0.4, 0.0, -0.2], [-0.1, 0.3, 0.0], [0.0, 0.2, 0.0], [0.0, 0.2, 0.1], [0.6, 0.4, 0.1], [0.2, 0.2, 0.0], [0.2, 0.2, 0.0], [-0.1, 0.0, -0.2], [0.1, 0.0, 0.1], [0.2, 0.1, -0.1], [0.0, 0.0, 0.0], [0.0, 0.0, 0.2], [-0.3, -0.1, -0.1], [0.0, 0.1, 0.1], [0.1, 0.1, -0.3], [0.0, 0.4, 0.1], [-0.1, 0.0, -0.2], [0.1, -0.2, 0.2], [0.5, -0.1, 0.2], [0.0, 0.1, -0.2], [-0.2, 0.0, 0.2], [0.2, 0.2, 0.2], [0.1, 0.1, 0.1], [0.0, 0.1, -0.2], [-0.1, -0.1, 0.0], [-0.2, 0.1, 0.2], [-0.2, 0.4, -0.2], [-0.1, 0.0, 0.2], [-0.2, 0.2, 0.2], [0.1, 0.0, 0.0], [0.1, -0.1, -0.1], [0.0, -0.2, 0.4], [0.0, -0.1, 0.1], [-0.1, 0.0, 0.0], [-0.1, 0.1, -0.1], [0.2, -0.1, -0.1], [0.1, 0.0, -0.1], [0.0, 0.1, 0.0], [0.1, 0.2, 0.0], [-0.1, -0.2, -0.1], [-0.2, 0.2, 0.1], [0.1, 0.1, -0.1], [0.0, -0.3, 0.3], [0.1, 0.0, 0.0], [0.1, -0.1, -0.1], [0.0, 0.0, 0.1], [0.0, 0.0, 0.0], [-0.1, 0.0, 0.0], [0.0, 0.0, 0.0], [0.1, 0.0, -0.1], [-0.1, 0.1, -0.1], [0.0, 0.0, 0.0], [-0.1, -0.1, 0.2], [0.1, 0.1, -0.3], [-0.3, 0.0, 0.1], [0.1, 0.0, 0.1], [0.0, -0.2, -0.3], [0.1, 0.0, 0.1], [0.1, 0.1, 0.0], [0.0, -0.1, 0.0], [0.0, 0.0, 0.0], [0.0, 0.0, -0.1], [0.0, 0.0, 0.0], [0.1, 0.1, 0.1], [-0.1, 0.1, 0.1], [0.0, 0.0, -0.2], [-0.2, 0.2, -0.2], [0.2, -0.1, 0.1], [-0.2, -0.1, -0.1], [0.0, 0.1, -0.1], [0.0, 0.0, 0.4], [0.0, 0.1, 0.0], [0.1, 0.0, 0.0], [-0.1, 0.0, 0.1], [0.0, 0.0, 0.0], [0.0, -0.1, 0.0], [0.0, 0.0, 0.0], [0.1, 0.0, -0.1], [0.0, 0.0, -0.1]]
}


{
  "formula": "C9H19BO2",
  "method": "ωB97M-V/def2-TZVPD",
  "spin_multiplicity": 3,
  "largest_force_ev_per_a": 6.997,
  "e_homo_ev": [-4.166, -9.743],
  "symbols": ["B", "C", "C", "C", "C", "C", "C", "C", "C", "C", "O", "O", "H", "H", "H", "H", "H", "H", "H", "H", "H", "H", "H", "H", "H", "H", "H", "H", "H", "H", "H"],
  "positions_angstrom": [[-1.337690, -0.838153, -0.374632], [-4.442746, -0.590424, 0.611159], [-3.381236, 0.089573, 0.249923], [-3.645824, 1.607703, 0.172566], [0.905152, -0.074428, 1.940747], [3.225890, -0.378295, 0.870225], [1.284942, -1.022204, -1.803365], [1.458798, 1.347894, -1.005268], [1.641242, -0.528328, 0.750531], [1.019251, -0.031086, -0.640948], [-1.404803, -2.167478, -0.725731], [-0.459765, 0.069613, -0.483102], [-5.387213, -0.157434, 0.846218], [-4.461926, -1.719748, 0.514883], [-3.563750, 1.794519, -0.885498], [-4.699054, 1.943872, 0.458715], [-2.994874, 2.178264, 0.716300], [1.385291, -0.368168, 2.941461], [-0.137650, -0.430775, 2.117714], [0.886822, 1.036987, 1.841734], [3.672374, -0.768490, 1.828854], [3.507724, 0.612173, 0.943874], [3.626570, -0.841917, 0.029272], [1.109868, -0.444868, -2.639167], [0.421755, -1.689544, -1.746917], [2.145484, -1.564431, -1.877736], [1.054845, 1.754854, -1.937763], [2.458415, 1.667807, -0.875066], [1.006470, 1.954787, -0.240238], [1.403808, -1.547491, 0.631496], [-2.408523, -2.403684, -0.746742]],
  "atomic_forces_ev_per_a": [[-0.5, -3.2, 0.4], [1.5, -3.6, -1.0], [-5.6, 3.8, 1.7], [-1.2, -1.6, -1.5], [-0.5, 1.5, 2.7], [-2.5, -1.2, 1.9], [-3.7, 0.7, 2.2], [-1.5, 1.4, 0.6], [0.7, -0.6, -1.4], [1.8, -0.6, 0.2], [-2.5, -0.7, -0.6], [3.1, 2.0, -0.3], [-0.5, 0.5, 0.4], [0.0, 1.0, 0.4], [0.2, 0.8, -0.4], [1.1, -1.0, -0.2], [1.9, 1.5, 1.2], [-0.1, 0.6, -1.5], [0.6, 0.2, -0.9], [-0.3, -0.5, 0.8], [-0.9, -0.4, -1.0], [0.5, 2.4, -0.4], [1.2, -0.7, -1.3], [0.0, 1.0, -2.2], [0.6, -0.5, -0.3], [2.6, -1.1, 0.3], [0.1, -0.5, -0.1], [1.5, -0.6, -0.3], [-0.6, 0.7, 0.4], [0.3, -1.8, 0.1], [2.8, 0.4, 0.2]]
}


Number 1: energy -85521.102 eV. Number 2: energy -14406.079 eV.